[1]
24
Properties=species:S:1:pos:R:3:forces:R:3:lowdin_charge:R:1 method="wB97M-V/def2-TZVPD" gap_ev="8.10 / 6.23" de_lowest_kcal_mol=35.2 e_homo_ev="-9.117 / -7.950" multiplicity=1 lumo_energy_ev="-1.0 / -1.7"
Br -0.786148 2.107951 -1.773002 -0.156 -0.099 0.131 0.7746
S 0.277747 -3.769170 -1.951541 0.852 0.774 -0.605 0.9521
O -2.960808 0.211822 1.045277 -0.129 -1.052 -0.086 0.0073
O -0.683620 -4.476266 -1.101741 -0.893 -0.670 0.732 -0.5546
C 1.501769 0.088057 0.112447 0.030 -0.220 -0.065 -0.2963
C 2.049382 -0.281412 -1.116824 -0.104 0.061 0.230 -0.0590
C -2.957159 1.455396 1.575585 0.361 0.973 -0.120 -0.1190
C -2.280921 0.248703 -0.095344 -0.002 1.195 0.293 -0.0016
C -2.263108 2.305704 0.772789 -0.275 -0.546 0.187 -0.0944
C 1.665675 -1.448585 -1.739276 -0.242 -0.288 0.054 -0.1040
C 0.714342 -2.273422 -1.135366 0.059 0.151 -0.011 -0.4817
C 0.145374 -1.907074 0.084032 -0.033 -0.301 -0.261 -0.0819
C 1.930723 1.351442 0.782507 -0.072 0.144 0.035 -0.0514
C -1.814504 1.508823 -0.323175 0.247 -0.463 -0.630 -0.7292
C 0.541478 -0.737206 0.697582 0.277 0.117 -0.156 -0.0567
H 1.972732 1.226471 1.862842 0.050 0.027 0.054 0.0832
H 1.216491 2.148020 0.568264 -0.019 0.084 0.013 0.0578
H 2.781417 0.360640 -1.583204 0.109 0.062 -0.045 0.1143
H 2.904762 1.671033 0.419541 0.062 0.056 0.047 0.0798
H -0.595176 -2.553058 0.530055 -0.073 -0.088 0.069 0.1070
H -3.477897 1.603486 2.501009 -0.105 -0.138 0.083 0.1227
H -2.082081 3.352605 0.909686 -0.006 0.181 0.070 0.1072
H 2.095432 -1.737561 -2.686151 0.103 -0.006 -0.160 0.1036
H 0.104099 -0.456400 1.644007 -0.044 0.044 0.144 0.1201

***

[2]
24
Properties=species:S:1:pos:R:3:forces:R:3:lowdin_charge:R:1 method="wB97M-V/def2-TZVPD" gap_ev=7.98 de_lowest_kcal_mol=0.0 e_homo_ev=-8.748 multiplicity=1 smiles="CC1=CC(Br)=C(c2ccccc2)S1(=O)=O" lumo_energy_ev=-0.8
Br 1.434860 2.497564 1.518959 0.109 0.516 0.453 0.8527
S 0.536122 -0.495507 -1.543548 -2.219 1.832 -0.029 0.7367
O -0.629823 -0.347414 -2.414096 1.099 0.021 0.672 -0.3078
O 1.069955 -1.799473 -1.373553 0.609 -1.003 0.308 -0.2674
C 1.848088 0.630519 -2.040898 -0.899 0.305 -0.175 -0.3102
C 1.198084 1.353402 0.083307 -4.040 -2.949 1.609 -0.6901
C -1.352907 -0.811412 3.223672 -2.143 -0.562 -0.260 -0.0678
C -2.694535 -1.036127 2.778733 2.603 -1.196 1.889 -0.0901
C 2.025104 1.509260 -1.060386 -0.582 -2.067 -0.896 -0.1341
C -0.431401 -0.343039 2.350179 0.589 0.605 -0.516 -0.0443
C -0.804667 -0.127212 1.003284 0.429 1.051 0.732 -0.2644
C 2.380873 0.442869 -3.419018 0.532 1.015 -0.551 -0.0593
C 0.196754 0.359417 0.090712 3.974 1.961 -2.326 -0.2058
C -2.088298 -0.257195 0.559800 -1.191 -1.241 -0.766 0.0069
C -3.014402 -0.832105 1.490252 -0.104 0.758 -1.682 -0.0729
H -3.958530 -1.193352 1.187171 -1.034 0.053 -0.704 0.0913
H -1.291715 -1.240235 4.203227 1.339 0.588 0.622 0.0969
H 3.480234 0.577050 -3.402657 -0.372 -0.736 0.092 0.0881
H 0.576450 -0.023996 2.581214 0.092 -0.593 0.401 0.0878
H 2.124620 1.303573 -4.164367 -0.408 -1.827 1.276 0.1271
H -3.172372 -1.660560 3.555033 -0.956 0.692 -1.072 0.1149
H 2.796032 2.162665 -0.970864 2.074 2.142 -0.293 0.0811
H 2.047924 -0.590569 -3.679500 0.630 0.993 -0.729 0.0902
H -2.276453 -0.078123 -0.556655 -0.131 -0.358 1.946 0.1405

***

[3]
25
Properties=species:S:1:pos:R:3:forces:R:3:lowdin_charge:R:1 method="wB97M-V/def2-TZVPD" gap_ev=8.73 de_lowest_kcal_mol=0.0 e_homo_ev=-8.254 multiplicity=1 smiles=Cc1nc(S)sc1Cc1cc(Cl)ccc1Cl lumo_energy_ev=0.5
Cl -0.503862 2.511977 -1.655578 -0.255 -0.561 0.160 0.7035
Cl -3.615763 -2.955852 -1.125348 0.262 0.585 0.100 0.6418
S 3.426839 -2.646295 2.650238 0.687 -0.435 0.091 0.7574
S 0.664598 -1.398714 2.214428 0.543 0.367 -0.127 1.0125
N 2.856275 -0.429857 1.261582 -0.427 -0.416 0.877 0.0057
C 2.396089 -1.428516 1.991150 -0.282 1.626 -1.387 -1.0468
C 0.594197 0.117569 1.355472 0.357 0.431 -0.461 -0.4591
C -0.724522 0.837262 1.024954 0.424 0.327 1.659 -0.1684
C -2.068337 -0.916670 -0.083605 -0.731 0.013 -1.705 -0.0464
C -1.258793 0.936371 -1.447476 -0.409 -0.735 -0.382 -0.5645
C 1.863415 0.474120 0.931175 -1.148 -0.719 0.823 -0.3707
C -1.826462 0.343304 -2.576247 0.034 -0.169 -0.196 -0.0970
C 2.214983 1.751558 0.231678 0.735 -0.574 0.951 -0.0479
C -1.345613 0.282899 -0.212312 -0.404 -0.009 0.064 -0.2497
C -2.516569 -0.878863 -2.487559 -0.490 0.868 0.273 -0.1051
C -2.702628 -1.455701 -1.233392 0.997 -0.008 0.553 -0.6312
H 1.539657 2.541908 0.517657 -0.218 0.241 -0.088 0.0531
H -2.218041 -1.408517 0.876291 0.204 0.205 -0.177 0.1101
H 4.573596 -2.133366 2.110409 -0.673 -0.139 0.213 -0.0920
H -1.715593 0.857537 -3.538488 -0.175 -0.314 0.400 0.1085
H 3.231686 2.028868 0.548502 -0.301 -0.040 -0.299 0.0887
H -1.472250 0.725305 1.867162 0.921 0.102 -0.750 0.1340
H 2.180757 1.584246 -0.823534 0.094 0.211 -0.763 0.0581
H -3.071586 -1.270001 -3.345205 0.504 0.038 0.243 0.1094
H -0.502073 1.929425 0.948044 -0.247 -0.896 -0.072 0.0960

***

[4]
33
Properties=species:S:1:pos:R:3:forces:R:3:lowdin_charge:R:1 method="wB97M-V/def2-TZVPD" gap_ev="9.36 / 9.02" de_lowest_kcal_mol=23.2 e_homo_ev="-9.555 / -9.490" multiplicity=5 s_squared=6.03 lumo_energy_ev="-0.2 / -0.5"
Fe 0.125714 -0.682306 -0.209627 -1.043 1.877 0.878 0.8460
Cl -2.850498 -0.500763 4.368192 0.068 0.064 -0.048 0.6001
Cl -2.864270 1.409256 2.206498 0.073 -0.054 0.047 0.5712
Cl -1.101451 1.820639 4.453831 -0.035 -0.052 -0.025 0.6020
Cl 2.103006 4.494040 -1.295957 -0.012 -0.013 0.001 0.7108
O 1.972666 -0.978029 -0.728107 -0.107 0.022 0.883 -0.1074
O 0.374160 -2.684326 0.777011 0.501 0.065 -0.295 -0.1467
O 0.018734 -0.883844 3.520545 0.016 0.068 0.000 0.0446
O -1.286727 -1.627586 -1.349865 0.886 -0.449 -0.198 0.0471
O 0.299646 -2.462218 -2.705864 -0.050 0.007 -0.168 0.1640
O -0.611094 -0.158195 1.494564 -0.231 0.276 0.049 -0.1400
O 2.652980 -0.075916 1.235255 0.343 0.078 0.046 0.1088
N -0.194081 1.304518 -0.958070 0.200 0.028 -0.461 0.0172
C -1.834857 0.590419 3.404189 -0.172 0.197 0.099 -1.4905
C 0.825826 2.166628 -0.861096 -0.196 -0.249 0.141 -0.1037
C 0.253503 -3.345248 -0.487516 0.236 0.292 0.374 -0.0736
C 1.710050 -2.287823 1.269645 -0.121 -0.255 -0.263 -0.0407
C 0.764933 3.414881 -1.449917 0.144 0.096 0.062 -0.6377
C -0.675684 -0.241960 2.766402 0.095 -0.423 -0.216 -0.7684
C -1.291889 1.654343 -1.640275 0.155 -0.017 0.248 -0.1031
C -0.284428 -2.356489 -1.527547 -0.789 -0.863 -0.319 -0.5229
C -1.410518 2.887550 -2.247946 -0.071 0.059 -0.026 -0.0384
C 2.200794 -0.990811 0.593782 0.337 -0.506 -0.576 -0.6292
C -0.361024 3.785954 -2.155259 -0.122 0.133 -0.120 -0.0726
H 1.579242 -2.101200 2.329090 -0.162 -0.038 0.036 0.1178
H -0.486630 -4.135697 -0.375983 -0.059 -0.092 0.036 0.1495
H 2.424893 -3.091492 1.095292 -0.011 -0.103 -0.055 0.1375
H -2.090269 0.924591 -1.673139 0.031 -0.030 -0.025 0.1163
H -0.127551 -1.841138 -3.319273 0.009 -0.080 -0.008 0.1533
H -0.412386 4.762717 -2.619387 -0.004 -0.039 0.018 0.1160
H -2.312799 3.143028 -2.784951 0.001 0.000 0.002 0.1134
H 1.693740 1.846707 -0.293855 -0.002 -0.029 -0.050 0.1161
H 1.196269 -3.760227 -0.830658 0.091 0.030 -0.064 0.1431